C42H37AlN4O5PS as an isolated structure at a distorted geometry, computed with ωB97M-V/def2-TZVPD.

Results
* E: -87063.953 eV
* charge: +1
* HOMO energy: -8.88 eV

```
91
C42H37AlN4O5PS | OMol25 | ωB97M-V/def2-TZVPD
C 16.128 12.497 10.225
C 13.121 9.552 7.929
H 12.212 15.112 9.083
C 9.014 12.138 9.113
O 9.624 12.732 16.084
H 15.372 8.229 14.301
Al 14.177 12.588 10.571
H 11.481 12.534 12.203
H 16.221 12.094 12.940
H 10.375 10.300 17.608
H 17.547 15.893 12.482
N 14.751 14.649 10.986
H 10.148 14.023 9.052
C 13.569 7.761 9.548
H 13.420 13.943 16.533
C 12.024 9.615 13.004
O 17.035 12.631 15.694
C 16.005 14.728 11.328
C 15.238 12.338 13.358
C 14.448 8.559 13.846
C 13.313 8.580 14.690
H 11.517 14.030 13.098
C 16.472 15.831 12.196
H 11.102 17.660 13.215
C 13.166 17.250 13.096
H 8.100 12.570 8.726
C 15.583 16.613 12.821
C 18.202 13.621 10.892
C 18.282 11.470 9.876
H 8.318 12.213 18.875
C 11.337 12.382 9.731
H 12.071 13.922 15.437
H 13.195 8.970 5.879
H 13.854 5.813 8.743
C 11.392 10.997 10.093
C 12.831 13.291 15.891
C 13.675 6.861 8.544
H 15.119 9.148 11.921
C 18.959 12.551 10.448
H 12.113 11.299 16.049
H 11.101 12.545 14.061
H 12.772 11.960 17.583
H 8.009 10.873 17.735
O 12.128 14.692 9.911
O 15.329 12.530 16.954
H 15.881 17.486 13.391
H 10.845 11.260 19.017
C 15.009 12.635 14.650
C 13.076 9.583 12.125
N 15.859 12.589 15.870
C 12.114 9.123 14.279
C 14.278 9.108 12.560
C 10.254 10.222 9.883
N 14.143 12.508 12.619
C 14.127 16.414 12.544
C 13.302 8.666 6.910
C 13.818 15.510 11.531
H 11.243 9.149 14.922
C 16.921 11.444 9.757
H 16.399 10.589 9.302
C 10.145 11.152 18.193
C 9.032 10.780 9.504
H 10.331 9.145 10.148
C 12.478 15.453 11.071
C 11.851 17.074 12.713
C 13.259 9.098 9.252
N 13.628 12.930 14.712
C 11.683 12.938 13.180
C 8.680 11.210 18.569
O 10.508 13.834 18.070
C 12.226 12.192 16.711
H 8.561 10.463 19.335
H 13.387 17.922 13.891
H 13.474 8.236 15.717
C 16.810 13.554 10.762
P 13.030 10.340 10.507
H 18.904 10.647 9.511
C 12.512 13.179 9.865
H 13.681 7.481 10.593
H 20.035 12.492 10.601
S 10.537 12.673 17.215
C 11.486 16.168 11.696
H 13.651 6.644 6.361
H 11.037 10.021 12.749
H 18.674 14.568 11.254
C 13.558 7.310 7.218
C 13.144 12.802 13.452
H 10.483 16.042 11.355
H 12.843 10.617 7.691
C 10.116 12.964 9.287
H 8.112 10.210 9.404
```